C31H32Cl5LaN2O4Si2 | ωB97M-V/def2-TZVPD

Atoms and positions in Å:
La 0.76438 0.11474 -0.43331
C 3.08101 2.54597 -0.58453
C 2.05475 3.08636 0.18911
C 1.98315 2.80418 1.55103
C 2.94819 2.00372 2.14678
C 3.97456 1.47412 1.37773
C 4.03755 1.73519 0.01405
H 3.14037 2.77314 -1.64226
H 1.33003 3.75367 -0.26207
H 1.18418 3.22534 2.14834
H 2.88649 1.77402 3.20198
H 4.71699 0.83546 1.83785
H 4.82582 1.29748 -0.58465
Cl 1.32987 0.94810 -4.04113
C 2.43196 -0.30912 -3.46594
C 2.54349 -0.48028 -2.10348
C 3.43481 -1.44514 -1.69401
Cl 3.63686 -1.70229 0.04961
C 4.19098 -2.22852 -2.56353
Cl 5.29659 -3.41148 -1.97486
C 4.03102 -2.02725 -3.93346
Cl 4.93688 -2.96987 -5.05145
C 3.14005 -1.05632 -4.40001
Cl 2.93272 -0.80802 -6.09123
C -0.71568 3.30983 -2.37314
Si -1.97171 2.65307 -1.14433
C -1.74547 3.58108 0.46918
C -3.63211 3.20854 -1.81784
C -1.71933 0.85393 -0.86627
C -1.79232 0.00341 -2.09483
C -2.80512 0.05005 -3.06924
C -2.77251 -0.80888 -4.14635
C -1.73323 -1.72824 -4.27262
C -0.76193 -1.72487 -3.29965
N -0.78651 -0.88725 -2.25847
Si -2.77603 0.11433 0.47177
C -2.82450 -1.74086 0.27238
C -4.56188 0.67603 0.44416
C -2.19359 0.54563 2.20165
H -0.75990 4.40296 -2.41086
H -0.92780 2.93737 -3.37982
H 0.31790 3.03263 -2.14561
H -1.66936 4.65543 0.27478
H -0.84991 3.27395 1.01658
H -2.59868 3.43365 1.13627
H -3.71920 4.29326 -1.69419
H -4.47402 2.74814 -1.30346
H -3.73122 3.00053 -2.88625
H -3.61973 0.75043 -2.94455
H -3.56236 -0.77408 -4.88723
H -1.67694 -2.42000 -5.10101
H 0.08338 -2.40318 -3.34439
H -3.36492 -1.99995 -0.64389
H -3.36884 -2.17731 1.11557
H -1.84433 -2.21875 0.22016
H -5.03735 0.50941 -0.52639
H -4.65872 1.73574 0.69167
H -5.12577 0.11077 1.19344
H -1.12037 0.45416 2.37994
H -2.69874 -0.11428 2.91479
H -2.47844 1.56999 2.45088
O 0.55177 -2.09744 0.61515
C 0.81952 -1.59013 1.73861
O 1.06315 -0.34370 1.84898
C 0.85571 -2.45150 2.95035
C 0.74056 -3.83104 2.82129
C 0.77814 -4.64073 3.94691
C 0.91827 -4.07576 5.20704
C 1.02719 -2.70238 5.29811
C 1.00555 -1.86932 4.20125
N 1.18537 -2.08486 6.64627
O 1.19787 -2.82939 7.60461
O 1.33957 -0.88163 6.69469
H 0.62124 -4.25114 1.83175
H 0.69580 -5.71428 3.84521
H 0.94510 -4.67665 6.10374
H 1.09972 -0.79995 4.31267

Summary:
Relative energy (zero: lowest compared OMol25 entry of this formula, charge and spin), kJ/mol: 0.00
Gap between HOMO and LUMO, eV: 7.42
Multiplicity: 1
F_max, eV/Å: 1.12
Total energy, hartree: -4522.60731

These are the Löwdin partial charges, in e, on atoms 1 to 2:
1. La 2.009
2. C -0.125